64
Properties=species:S:1:pos:R:3:forces:R:3:mulliken_charge:R:1 method="wB97M-V/def2-TZVPD" lumo_ev=-11.5 e_homo_ev=-15.017 charge=+2 homo_lumo_gap_ev=3.526
Tl 0.1487 0.3509 -0.2450 -0.237 -0.543 0.360 1.79
N -0.6285 -1.9285 -1.4707 -2.088 -0.106 -1.282 -0.01
S -0.6636 -3.4808 -1.1562 2.728 -4.019 3.440 0.79
O 0.3806 -4.2238 -1.7777 -0.080 0.510 -0.569 -0.55
O -1.9197 -4.1268 -1.0432 -0.695 0.922 -0.389 -0.52
F -0.1434 -3.4285 0.3425 -0.521 0.625 -0.149 -0.18
S -1.1204 -2.0437 -3.0968 0.338 3.981 -1.153 1.01
O -2.4748 -2.3621 -3.3102 -0.354 -0.572 0.666 -0.51
O -0.0929 -2.4620 -3.9494 0.610 -0.672 -0.258 -0.51
F -1.0907 -0.4502 -3.2292 -0.032 -0.012 -0.015 -0.25
O 0.2323 3.2163 0.0960 -0.652 -1.059 0.324 -0.48
C 0.4987 4.3958 0.3333 0.135 0.006 -0.397 0.60
N 1.7763 4.7834 0.4560 0.164 -0.322 0.198 -0.34
C -0.6242 5.3820 0.3848 -0.718 0.112 -0.081 -1.05
H 2.4257 4.0180 0.5600 0.187 0.126 -0.221 0.23
H 2.1375 5.7174 0.3718 -0.329 0.159 0.331 0.21
H -0.5719 6.1214 1.1813 0.474 0.207 -0.237 0.38
H -1.5679 4.8631 0.5454 0.190 -0.330 0.007 0.22
H -0.7357 5.8255 -0.6073 0.218 0.356 0.150 0.31
O 2.4827 -1.2614 0.4847 -0.153 0.378 -0.374 -0.44
C 3.3116 -2.1290 0.1728 -0.848 0.458 0.341 0.64
N 4.5884 -1.7582 -0.0570 -0.033 -0.663 0.407 -0.29
C 2.9627 -3.5763 0.0633 0.548 -0.573 0.316 -1.04
H 5.2713 -2.4698 0.1624 0.279 0.187 -0.333 0.24
H 4.8217 -0.8007 0.1527 -0.011 -0.041 0.066 0.22
H 3.6494 -4.1693 0.6772 0.299 0.099 -0.281 0.48
H 3.0499 -3.9024 -0.9725 -0.093 -0.081 0.023 0.37
H 1.9947 -3.8215 0.4739 -0.244 0.406 -0.268 -0.01
O 2.8024 1.6118 -0.4815 -0.233 -0.056 0.108 -0.52
C 3.7500 2.0856 -1.1200 -0.861 -0.512 -0.301 0.73
N 3.6190 3.2738 -1.7392 0.612 -0.345 0.213 -0.32
C 4.9959 1.3080 -1.3955 1.207 0.077 0.036 -1.17
H 4.4457 3.7295 -2.0858 -0.250 0.164 -0.364 0.20
H 2.6993 3.6679 -1.8407 0.084 0.266 0.149 0.25
H 4.7508 0.4002 -1.9464 -0.189 0.178 -0.194 0.30
H 5.5709 0.9677 -0.5324 -0.468 0.250 0.388 0.23
H 5.7321 1.8872 -1.9541 -0.194 -0.057 -0.266 0.39
O 0.0239 -1.3549 2.0851 -0.686 0.309 -0.800 -0.28
C 0.2816 -1.8204 3.1921 0.858 0.356 0.960 0.66
N 0.9346 -1.1061 4.1248 -0.320 -0.123 -0.201 -0.37
C -0.0870 -3.2307 3.5585 -0.317 -0.584 -0.315 -1.17
H 0.9679 -0.1056 4.0234 0.352 -0.006 0.032 0.21
H 1.2190 -1.5406 4.9854 -0.141 0.166 0.136 0.20
H -0.8236 -3.5544 2.8278 0.087 -0.243 0.044 0.22
H -0.4982 -3.3628 4.5589 -0.097 0.520 0.026 0.44
H 0.7680 -3.9095 3.5413 0.148 0.198 -0.356 0.32
O -2.4869 -0.4530 0.6763 0.473 0.312 -0.014 -0.36
C -3.4718 -1.1293 1.0034 0.335 0.259 0.084 0.61
N -4.1317 -0.8124 2.1309 -1.054 -0.131 0.217 -0.36
C -3.9997 -2.2610 0.1727 0.095 0.270 0.128 -1.07
H -5.0513 -1.2033 2.2780 0.116 -0.262 -0.095 0.22
H -4.0251 0.0573 2.6300 0.669 0.025 -0.196 0.26
H -3.5991 -2.1181 -0.8263 -0.244 -0.168 -0.111 0.08
H -5.0882 -2.2324 0.1919 -0.006 -0.087 -0.197 0.53
H -3.6734 -3.2333 0.5375 0.064 0.061 0.101 0.33
O -2.0288 1.6563 -1.3473 1.108 -0.089 -0.145 -0.45
C -3.2151 1.8449 -1.6300 -0.178 -1.334 0.605 0.60
N -3.6689 1.5243 -2.8602 0.201 0.735 0.489 -0.37
C -4.1849 2.3345 -0.5978 0.013 0.574 -0.190 -1.03
H -2.9458 1.2826 -3.5234 -0.192 0.004 -0.208 0.23
H -4.4862 2.0255 -3.1752 -0.082 -0.313 -0.277 0.24
H -4.0194 3.4165 -0.6020 -0.344 0.045 0.266 0.35
H -3.9436 1.9615 0.3929 0.315 -0.074 -0.091 0.15
H -5.2308 2.1138 -0.7959 0.036 0.076 -0.282 0.41